1.
Formula: C20H18F5N5
Source: the Open Molecules 2025 dataset
Level of theory: ωB97M-V/def2-TZVPD

Results
- SMILES: Fc1ccc(-c2ccn3nc(C(F)(F)F)nc3c2[C@H]2CC[C@@H]3NN[C@@H](F)[C@@H]3C2)cc1
- Net charge: 0
- LUMO: 0.070 eV
- Gap between HOMO and LUMO: 8.13 eV

Cartesian coordinates (Å):
C (-2.28244, -0.60537, -0.19850)
C (0.13506, 1.18677, -2.52944)
F (-4.93845, -0.35619, -3.41348)
C (1.04485, 2.31977, -2.08037)
C (2.61563, -0.94954, 3.14391)
H (0.27876, 1.57528, 1.28861)
F (-4.48537, 1.70730, -2.63577)
N (-3.34873, -1.25020, 0.40688)
C (0.10655, 1.52800, 0.21997)
C (1.22265, -2.98698, 1.87924)
C (-4.04722, -0.18833, -1.27709)
N (3.24135, 2.68026, -1.33345)
H (3.02695, -4.13626, 2.15018)
H (-0.91854, 1.45985, -2.51296)
F (4.48392, -2.37087, 3.26429)
H (-0.36460, -0.85250, -2.05738)
C (-0.75953, -1.55949, 1.52209)
C (-0.93313, -0.72603, 0.39192)
C (0.34947, -0.08934, -1.74768)
C (-4.92858, 0.44992, -2.31059)
C (0.57422, -1.76226, 2.08588)
C (1.26945, -0.72507, 2.75212)
C (0.23543, 0.07186, -0.22066)
H (-3.98090, -2.66263, 1.87985)
H (0.86244, 3.53363, -0.33320)
F (-6.18873, 0.56394, -1.83885)
H (1.18180, -0.30019, 0.15377)
H (3.15578, -0.16806, 3.61284)
C (2.51311, -3.20639, 2.31742)
H (-0.92876, 1.84514, 0.04840)
C (2.54554, 2.22536, -0.16357)
H (4.21139, 2.37356, -1.29996)
H (0.69954, -3.75328, 1.35516)
H (0.39082, 1.05053, -3.58788)
N (-2.66211, -0.00888, -1.24056)
H (0.71400, 3.26087, -2.52130)
C (1.08491, 2.48363, -0.53525)
N (-4.50677, -0.88210, -0.25089)
N (2.47958, 2.11308, -2.40081)
H (-1.82446, -2.93325, 2.91097)
C (-3.15586, -2.06852, 1.51074)
H (2.71714, 1.16433, -0.00673)
F (2.98193, 2.94788, 0.92252)
H (1.34941, -0.45827, -2.01099)
H (0.80341, 0.25220, 2.97580)
H (2.69939, 2.57847, -3.30005)
C (3.19729, -2.15902, 2.92946)
C (-1.91758, -2.21258, 2.08538)

2.
Formula: C20H18F5N5OOsTe
Source: the Open Molecules 2025 dataset
Level of theory: ωB97M-V/def2-TZVPD

Results
- Net charge: +2
- LUMO (spin up / spin down): -8.617 / -8.450 eV
- Gap between HOMO and LUMO (spin up / spin down): 6.43 / 6.53 eV

Cartesian coordinates (Å):
C (2.15479, 3.68443, 0.22307)
C (1.01528, 1.12938, 0.24566)
N (0.33045, -0.13206, 0.29712)
C (0.66875, -3.62229, -0.83345)
C (-1.89955, -3.76784, 0.49256)
C (2.69527, 2.65889, 1.00975)
H (2.48547, -4.75637, -3.08435)
H (2.40490, 5.66527, -0.58362)
H (-1.44609, -4.73229, 0.35912)
H (2.70124, -0.36492, -0.81065)
H (0.57686, 4.19837, -1.13603)
C (2.52540, -4.84546, -1.99612)
C (2.75534, 5.05622, 0.24651)
N (-0.68004, 1.89962, -1.37479)
C (-3.17101, -3.44828, 0.87887)
C (0.45240, 2.15085, -0.54190)
C (2.68577, -2.42258, -1.33963)
H (0.10174, -4.53807, -0.90180)
H (-3.99928, -1.38785, 1.20926)
F (-1.48169, 1.50108, 5.12335)
H (-3.96790, -4.12825, 1.12250)
H (2.48671, 5.56308, 1.17559)
H (3.57220, -4.96902, -1.72072)
C (-0.96003, 2.34488, -2.61303)
H (3.84272, 5.00361, 0.20843)
F (-3.40822, 2.72552, 3.80529)
F (-3.67914, 0.22660, 4.26693)
H (3.56133, 2.86299, 1.62594)
C (2.13527, 1.40025, 1.02825)
O (-1.39469, -0.15361, 2.87716)
C (1.95357, -3.61599, -1.36619)
C (2.14090, -1.28888, -0.79953)
N (-2.02453, -1.56223, 0.55312)
N (-1.66587, 1.05933, -0.95410)
H (-2.67350, 1.94143, -3.93503)
H (-0.28522, 3.00316, -3.13454)
C (-2.16051, 1.78890, -3.00206)
F (-1.19745, 2.40667, 2.59111)
C (0.10282, -2.49757, -0.25283)
H (1.97847, -5.74098, -1.71015)
Te (-2.35736, 1.26355, 3.54911)
Os (-1.33916, 0.27858, 0.88698)
C (1.02778, 3.41133, -0.54444)
H (-3.44910, 0.38422, -1.82585)
N (-1.20369, -2.61608, 0.28944)
C (-2.56522, 0.99095, -1.93685)
F (-3.22123, 1.11904, 1.75835)
C (0.85298, -1.29881, -0.23307)
H (2.54456, 0.61742, 1.65463)
C (-3.20354, -2.05366, 0.91525)
H (3.68104, -2.39253, -1.76262)

3.
Formula: C20H18F6LuN5P
Source: the Open Molecules 2025 dataset
Level of theory: ωB97M-V/def2-TZVPD

Results
- Net charge: +2
- LUMO (spin up / spin down): -6.169 / -8.583 eV
- Gap between HOMO and LUMO (spin up / spin down): 7.92 / 5.97 eV
- Multiplicity: 2

Cartesian coordinates (Å):
C (-4.06240, -1.08886, 2.48033)
H (2.49277, -3.75839, 0.45735)
P (-1.83431, 3.87023, 2.73516)
H (2.06703, -1.53586, -0.45348)
F (-2.70392, 3.17047, 3.81470)
H (-1.18425, -3.57821, 2.59673)
N (-0.01052, -0.00724, -0.08375)
C (1.68225, 3.75687, 0.27703)
C (-3.10826, -2.00062, 2.09996)
C (0.15833, -1.26066, 0.48745)
H (-0.51683, -1.83084, -1.84668)
C (-0.49048, -3.13110, 1.90289)
H (1.71939, -1.01877, -5.94096)
H (1.45484, -5.82186, 1.45204)
C (1.50152, 1.06162, -3.32303)
C (0.41677, -1.05433, -3.59124)
H (0.10289, -1.88070, -4.20911)
C (0.40414, 0.05038, -1.41086)
F (-2.77240, 5.02456, 2.35766)
C (0.85873, -5.20954, 2.12249)
C (1.13730, 1.12738, -1.98542)
F (-2.65288, 2.81194, 1.53125)
C (-0.76674, -1.87561, 1.38021)
C (1.32888, -2.00241, 0.18262)
N (0.97120, 2.68950, -0.12622)
H (-0.09488, -5.69354, 2.31663)
F (-0.71142, 2.40004, 2.91103)
N (1.60143, 2.22556, -1.23387)
H (-3.92287, 1.11608, 2.47737)
H (-3.17577, -3.06754, 2.05789)
H (3.36036, 2.75880, -2.31422)
C (1.16156, -0.00864, -4.14902)
H (-5.04168, -1.29938, 2.85609)
N (-2.23250, 0.02128, 1.78312)
N (-2.01320, -1.31455, 1.70194)
C (1.57398, -3.24703, 0.70399)
F (-0.82728, 4.62786, 3.62224)
H (1.38960, -5.15525, 3.07434)
H (3.50129, 4.75433, -0.50530)
C (0.65385, -3.85336, 1.56970)
H (1.41400, 4.33491, 1.14514)
C (2.68914, 2.97824, -1.50913)
H (2.06662, 1.86881, -3.76109)
Lu (-0.90425, 1.83201, 1.02269)
H (0.78882, 0.44691, -6.18244)
C (-3.47708, 0.15793, 2.26754)
C (1.56905, -0.00890, -5.57068)
H (2.47347, 0.57394, -5.71836)
C (2.76629, 3.97719, -0.56717)
F (-0.87536, 4.09579, 1.35902)
C (0.07378, -1.02944, -2.26458)

4.
Formula: C20H18N3O6SSn
Source: the Open Molecules 2025 dataset
Level of theory: ωB97M-V/def2-TZVPD

Results
- Net charge: -1
- LUMO: 2.664 eV
- Gap between HOMO and LUMO: 7.33 eV

Cartesian coordinates (Å):
C (-4.38639, 2.57447, -0.47569)
H (-5.66404, -2.02567, 0.40095)
C (2.96333, -3.96443, 0.28895)
H (0.70080, -6.40178, 2.23418)
H (4.68471, 4.95841, -1.05181)
C (-3.64014, -1.37746, 0.09017)
C (-4.31848, -3.66228, 0.01226)
N (2.24205, -1.26515, 0.14649)
H (2.71992, -7.24303, 1.06518)
H (-0.08142, -2.96419, 2.22552)
Sn (-0.50700, 0.53400, 0.66771)
H (-4.50040, 2.16629, -1.47673)
C (3.79412, 3.04572, -0.68751)
C (-2.99811, -3.99560, -0.24434)
C (2.80885, 0.87981, -0.16482)
H (-1.01506, -3.19520, -0.50353)
O (0.62499, 2.42281, 1.01796)
N (-2.37229, -1.69352, -0.15950)
C (1.83130, -3.47252, 0.93796)
H (0.96598, 4.93892, 1.10090)
H (-4.75729, 3.59392, -0.42067)
O (0.43480, -1.62573, 1.53975)
H (2.87498, 6.17902, 0.13384)
C (1.01299, -4.37210, 1.64980)
O (-0.08418, -3.96439, 2.31390)
C (1.34142, -5.72886, 1.67740)
C (2.72377, 2.31676, -0.14666)
C (-4.64703, -2.32594, 0.18490)
H (4.16472, -5.67361, -0.19206)
O (-1.96295, 1.72819, -1.03945)
C (2.46587, -6.19029, 1.02126)
O (-2.22953, 4.00666, -0.17057)
C (-2.06137, -2.97588, -0.31997)
C (1.77210, 4.41568, 0.60237)
C (3.28500, -5.30910, 0.32338)
H (3.57608, -3.25252, -0.24521)
H (-5.07665, -4.43212, 0.08089)
H (3.78621, 0.44485, -0.38700)
S (-2.61974, 2.62728, -0.06356)
H (4.58939, 2.49582, -1.18163)
N (1.86182, 0.06443, 0.12417)
H (-2.69142, -5.02560, -0.36595)
C (1.47843, -2.02171, 0.88063)
O (-2.53690, 2.04457, 1.28774)
H (-4.88042, 1.94533, 0.26038)
C (1.65848, 3.00568, 0.50537)
H (-3.83840, -0.31894, 0.22258)
C (2.82928, 5.09864, 0.05242)
C (3.85712, 4.41757, -0.61089)

5.
Formula: C20H19BCsN9O4
Source: the Open Molecules 2025 dataset
Level of theory: ωB97M-V/def2-TZVPD

Results
- Net charge: -2
- LUMO: 3.855 eV
- Gap between HOMO and LUMO: 7.06 eV

Cartesian coordinates (Å):
N (-3.59433, -0.85024, 0.15363)
C (2.99315, 2.64654, -1.48285)
O (-5.52676, -2.89072, -3.14615)
N (-0.76651, -2.05181, -2.18369)
O (1.08938, -0.41753, -3.25718)
N (3.37328, 1.95722, -0.41704)
C (-3.22995, -2.45029, -3.43066)
H (-3.70767, -3.60303, -1.68660)
C (-2.94200, -3.03478, -2.20303)
H (-2.23601, 0.59242, -0.61807)
H (3.59241, 3.11238, 2.73024)
B (3.14427, 2.16053, 2.12058)
H (-4.76664, -1.42150, -1.53670)
Cs (1.37372, -0.35451, -0.69419)
H (1.82900, 4.41628, 0.98494)
H (0.29045, 2.68586, 1.67205)
H (-1.34296, 1.59656, 3.57087)
C (-2.23552, -1.59394, 1.69179)
C (-4.66909, -2.52254, -3.98967)
C (0.62097, 0.80970, 4.30257)
N (3.90259, -0.19987, 1.65158)
H (-4.70862, 0.31968, -1.15009)
C (0.14747, -0.72704, -4.04560)
N (2.89176, 2.62490, 0.65209)
O (-4.82331, -2.20754, -5.18103)
C (-2.20893, -1.74629, -4.05537)
H (-4.28806, -2.43827, 1.41017)
O (0.03158, -0.45625, -5.24558)
C (-2.41188, -0.19463, 0.10123)
C (5.93237, -0.21327, 2.64460)
C (0.54300, 2.08467, 2.53021)
N (1.87014, 0.91392, 3.86505)
C (-0.98990, -1.56050, -3.40644)
H (-5.65027, -0.78908, -0.14284)
H (5.71178, 1.92551, 3.27086)
H (4.99922, -1.96700, 1.59929)
H (1.82595, 4.53710, -1.76114)
N (4.15708, 1.01622, 2.18289)
H (3.24417, 2.28997, -2.47093)
N (-1.56507, -0.59948, 1.02575)
C (5.35658, 1.03180, 2.78351)
C (2.26395, 3.79095, -1.12059)
H (6.89064, -0.54504, 3.00682)
C (-0.27073, 1.53507, 3.49899)
C (-1.70576, -2.81295, -1.62656)
H (-2.37138, -1.30404, -5.02859)
C (-3.48469, -1.76327, 1.16778)
C (2.24135, 3.73460, 0.25698)
H (0.41083, 0.20510, 5.17284)
H (-1.47959, -3.21423, -0.64195)
C (-4.74008, -0.68504, -0.73200)
N (1.80757, 1.68173, 2.75895)
H (-1.78393, -2.11587, 2.52074)
C (4.96500, -0.93816, 1.92755)

6.
Formula: C20H19BrN4O2RhSSi
Source: the Open Molecules 2025 dataset
Level of theory: ωB97M-V/def2-TZVPD

Results
- Net charge: +1
- LUMO: -4.542 eV
- Gap between HOMO and LUMO: 7.28 eV

Cartesian coordinates (Å):
C (0.77297, -0.34239, 0.29554)
H (3.21678, -2.89487, -1.57493)
C (-0.46685, -1.13522, 2.09699)
C (-3.59741, -3.33360, -1.68003)
C (1.81478, -1.78422, 1.80399)
C (-2.43188, 4.80352, 0.60157)
H (-4.08537, -4.22776, -2.04292)
Br (0.91621, 2.16544, 2.32433)
H (4.72967, -1.13486, 1.91477)
N (-2.33734, -1.04710, -0.78177)
H (2.66713, -2.35176, 2.15888)
C (-1.97149, -1.59325, -1.94071)
H (-3.59549, -1.11106, 0.85789)
Rh (-1.65828, 0.73088, -0.07062)
H (3.43031, 1.63775, 0.09313)
H (-4.76535, -3.16693, 0.11983)
C (-1.37173, 5.38379, 1.27577)
C (-3.32213, -1.60655, -0.06437)
O (-4.56455, 3.37504, -0.60813)
O (-3.33905, 1.50582, -0.63956)
C (3.50047, -1.86820, -1.81535)
C (-2.13738, -3.30623, -3.66768)
H (5.88296, -0.95812, 0.60146)
H (0.53450, -2.47753, 3.40916)
C (-2.42148, 3.44216, 0.40734)
H (-1.40672, -1.11604, 2.63313)
H (4.47171, -1.90060, -2.31475)
C (0.61720, -1.86453, 2.52344)
C (1.94151, -1.00819, 0.65479)
H (5.05745, -2.49397, 0.83112)
H (4.88249, 1.19984, -0.80767)
S (0.39300, 0.68039, -1.06721)
H (0.46643, 4.97405, 2.31897)
C (-3.97183, -2.74944, -0.48217)
N (-1.77896, -3.74749, -4.66461)
C (-0.36575, 4.57121, 1.76177)
H (-3.26860, 5.36737, 0.21469)
C (-2.57823, -2.74627, -2.41881)
H (3.32666, 1.26458, -1.62891)
C (-3.56110, 2.78072, -0.33823)
H (2.77509, -1.47319, -2.53020)
N (-0.36565, -0.38160, 0.99748)
C (-0.43396, 3.20465, 1.53778)
H (-1.32988, 6.45322, 1.43299)
C (4.92825, -1.41055, 0.87704)
N (-1.43221, 2.62830, 0.85887)
Si (3.59284, -0.81959, -0.28330)
H (-1.17679, -1.10452, -2.48661)
C (3.81705, 0.98691, -0.69416)

7.
Formula: C20H19ClCoF3O6
Source: the Open Molecules 2025 dataset
Level of theory: ωB97M-V/def2-TZVPD

Results
- Net charge: -1
- LUMO (spin up / spin down): 2.823 / 2.822 eV
- Gap between HOMO and LUMO (spin up / spin down): 8.32 / 8.41 eV
- Multiplicity: 4

Cartesian coordinates (Å):
O (0.93056, -3.29251, 2.56997)
H (-0.46621, 1.69771, -1.12806)
H (-1.16441, 0.39079, 1.39265)
H (-0.90051, 1.36224, 6.35194)
Cl (1.97714, 0.28761, 0.04511)
H (0.64138, -5.40750, -0.09670)
H (0.67551, 5.78249, -0.80450)
O (0.71257, -0.45808, 0.04131)
C (-2.33650, 4.32344, -0.15708)
C (-1.94128, 3.05976, -0.51588)
H (-0.42080, -4.82895, 1.90396)
C (0.72584, -2.10182, -2.91955)
H (-0.18006, -1.19146, 2.94832)
H (0.88580, -2.42643, -1.82961)
C (0.27647, 3.65537, -1.11764)
C (-0.03626, 4.96653, -0.74193)
H (-1.04638, 0.09950, -4.68702)
H (-3.25631, 4.59335, 0.40819)
C (-1.07430, 1.06511, 5.28224)
H (1.33427, 3.40417, -1.33913)
C (-1.18084, 0.63621, 2.46857)
C (-1.82017, 1.73610, 3.02009)
H (0.08380, -0.76049, 5.38534)
O (1.93313, 1.49958, 0.79628)
C (-0.59855, -0.31235, 3.33825)
O (2.51088, 0.45688, -1.26365)
F (-2.28456, 3.05480, 4.96877)
F (0.17471, -0.86040, -6.81149)
H (-2.37233, 2.36386, 2.28053)
C (1.46900, -2.65061, -3.97438)
O (1.19995, -3.45315, -0.07630)
C (0.66420, -4.51592, 1.94266)
Co (1.71038, -2.20347, 1.19896)
C (-1.77723, 1.93633, 4.40514)
H (-1.57774, 6.24984, 0.11053)
O (2.86654, -0.57580, 0.80845)
H (-0.89853, -0.90399, -2.48059)
C (0.33644, -1.33681, -5.53746)
H (2.24565, -5.09451, 0.69057)
H (1.97110, -2.74408, -6.04301)
F (-2.84727, 2.07949, -0.37798)
C (1.22201, -4.65520, 0.52787)
C (-0.23142, -1.16169, -3.20388)
H (1.25131, -5.29623, 2.39365)
C (1.27247, -2.29178, -5.28603)
C (-0.44183, -0.00253, 4.70239)
C (-0.69484, 2.70725, -0.94842)
H (2.23963, -3.38512, -3.83194)
C (-1.34405, 5.24823, -0.28759)
C (-0.41836, -0.74572, -4.52191)

8.
Formula: C20H19ClN3O3Sn
Source: the Open Molecules 2025 dataset
Level of theory: ωB97M-V/def2-TZVPD

Results
- Net charge: +3
- LUMO: -14.299 eV
- Gap between HOMO and LUMO: 4.00 eV

Cartesian coordinates (Å):
C (0.88148, -4.51074, -0.82329)
C (2.62052, -3.43146, 0.43347)
C (2.13824, -2.19806, 0.00187)
N (2.12569, 0.20264, 0.15449)
N (0.64443, 2.41778, -0.45455)
H (-4.57482, -2.30844, 1.21089)
C (-4.17339, 2.31858, 0.15571)
N (1.05062, -2.14744, -0.76653)
H (2.35227, -5.55561, 0.33799)
O (-1.75171, -1.08643, 0.20026)
H (-4.98140, 2.27653, -0.58024)
H (1.81922, 5.96707, 0.21361)
C (2.68829, 1.39270, 0.35659)
C (-3.60426, -1.76002, -1.20213)
C (1.98308, -4.58999, 0.01489)
H (-4.61541, 2.22580, 1.14852)
C (1.85351, 2.58790, 0.08058)
C (0.43531, -3.24911, -1.18338)
C (0.22636, 4.74556, -0.53582)
O (-3.72911, 0.03635, 0.39575)
C (-3.22325, 1.16129, -0.08581)
C (-0.15595, 3.43330, -0.76404)
H (4.73886, -1.80308, 0.76941)
O (-2.14703, 1.25090, -0.66685)
H (-4.68613, -1.84915, -1.16056)
C (1.47706, 4.95812, 0.01965)
Cl (-3.37450, 3.88335, 0.00460)
H (-3.17227, -2.73860, -1.39880)
H (-1.12490, 3.19961, -1.19142)
C (2.29852, 3.88376, 0.32935)
H (5.79149, 0.38177, 1.21842)
H (4.49344, 2.44120, 0.94600)
H (3.45832, -3.48331, 1.11229)
H (-3.25143, -1.67336, 2.24409)
H (0.38318, -5.39369, -1.19794)
H (-3.32370, -1.06513, -1.99916)
H (-0.43866, 5.55860, -0.78947)
C (-3.50119, -2.16162, 1.30549)
H (-2.96823, -3.10375, 1.22607)
Sn (-0.20272, 0.05713, -0.83180)
C (-3.05319, -1.20206, 0.12285)
H (3.27165, 4.05818, 0.76076)
C (4.75004, 0.33049, 0.93162)
C (2.81837, -0.92389, 0.31890)
C (4.01334, 1.49277, 0.76701)
H (-0.41622, -3.12852, -1.84537)
C (4.15619, -0.89789, 0.69600)